# 1
Formula: C19H46ClN2O5S
Source: OMol25
Level of theory: ωB97M-V/def2-TZVPD

Summary:
net charge: +1
HOMO: -10.30 eV
largest force on an atom: 0.23 eV/A

XYZ file:
```
74
C19H46ClN2O5S ωB97M-V/def2-TZVPD
H -1.438 6.435 0.910
C -1.955 -3.938 3.583
H 3.653 -3.811 2.294
H 2.841 -2.748 4.934
H 1.112 5.875 -2.213
C -0.944 3.571 -2.423
O -0.910 7.059 -1.013
H -1.746 3.010 -2.901
O 0.010 2.634 -1.953
H 2.771 3.949 -0.536
H -0.296 -3.959 -1.705
H -0.249 -3.903 0.067
H 0.569 -1.240 -4.984
H 1.983 2.220 -1.974
H -1.036 -0.826 0.175
C 3.387 -2.475 4.023
H -1.374 4.169 -1.615
H -0.051 0.289 -1.721
Cl -0.496 -3.946 5.925
H 5.058 -3.702 3.326
C 1.307 6.131 -1.162
O 0.957 -3.316 2.183
H 0.442 -1.370 2.426
H -0.539 -2.212 -3.155
C -0.904 -3.807 -0.808
H 0.886 -4.549 4.111
H -3.450 -0.872 -3.821
H -1.596 -2.929 3.372
H 0.028 4.898 -0.189
C -3.033 -1.696 -4.410
H -1.603 8.174 0.599
C -1.267 -0.162 -4.907
C -2.068 -4.174 5.078
C -0.675 -1.442 -0.655
H -1.843 0.495 -4.242
C 0.040 -0.611 -4.265
C -1.103 -4.976 2.855
H -0.504 4.251 -3.157
H -1.669 -0.267 -2.122
H -2.617 -2.437 -3.719
N -0.038 -1.345 -3.007
H 1.557 3.752 -2.736
H 2.365 6.399 -1.084
O -2.083 -1.232 -5.344
C -0.645 -0.609 -1.914
H 0.575 -2.266 3.960
C 2.482 -1.607 3.138
C 0.470 7.344 -0.822
H -1.678 -4.576 -0.778
N 1.028 5.040 -0.242
H -2.963 -3.989 3.162
H 0.652 7.653 0.211
H -2.736 7.031 -0.148
H 2.404 -0.602 3.564
H -1.179 -5.972 3.314
H 4.208 -1.845 4.364
H -1.015 0.417 -5.798
H 0.337 -1.796 -0.424
H 2.923 -1.483 2.144
H -2.778 -3.489 5.533
H 3.699 -4.657 3.849
H 0.656 0.280 -4.100
C 3.969 -3.730 3.337
C -1.700 7.180 0.150
O -1.554 -2.560 -0.777
H -2.380 -5.194 5.298
H 0.746 8.168 -1.485
H -1.380 -5.083 1.803
C 1.346 3.104 -1.878
C 1.047 -2.074 2.993
H 1.461 3.077 0.249
S 0.679 -4.744 2.782
H -3.840 -2.168 -4.970
C 1.688 3.783 -0.555
```

=====

# 2
Formula: C19H46N2O15P3
Source: OMol25
Level of theory: ωB97M-V/def2-TZVPD

Summary:
net charge: -1
HOMO: -2.68 eV
largest force on an atom: 1.89 eV/A

XYZ file:
```
85
C19H46N2O15P3 ωB97M-V/def2-TZVPD
C -7.483 -0.603 -2.373
C -3.510 -0.571 -2.017
O 5.190 -1.514 1.434
O 6.178 -3.550 2.448
H -3.487 -1.951 -6.313
H -7.467 -1.328 -3.184
C -8.616 4.065 -2.625
C 0.782 1.977 -3.954
H 2.706 2.370 -2.964
H 3.614 -1.762 -3.312
C 4.221 -1.173 -2.630
H 2.438 0.016 -4.157
P 3.061 1.259 7.822
H 1.460 1.731 -1.917
H -1.303 2.471 -3.595
H -7.998 2.918 -6.330
H 0.991 1.474 -4.893
H 2.517 -4.321 3.688
H -7.887 4.620 -3.214
H 5.235 -1.106 -3.012
N -0.914 -0.740 -3.190
H 8.140 -4.092 2.281
C 4.424 3.397 7.353
H 3.915 -3.878 4.692
O 3.689 0.141 -2.508
C 2.390 0.249 -3.092
H -8.798 4.589 -1.690
C 3.583 -4.115 3.680
H 4.341 0.208 2.291
C -7.272 2.216 -5.923
H 4.538 4.408 7.735
H 3.445 -1.003 6.375
H 0.771 -0.355 9.133
C -2.092 -2.211 -4.719
H 7.510 -4.080 3.941
H -4.006 -1.190 -4.774
H 5.401 2.918 7.297
H -3.789 0.093 -2.825
O -3.335 -2.933 -2.047
H 5.937 0.417 1.533
O -1.237 -2.649 -5.490
O 4.402 0.487 7.510
C 4.419 -0.525 6.474
H 5.161 -1.267 6.750
O 5.587 -1.568 3.979
H -0.603 1.424 -2.375
H -4.105 -2.914 -4.976
H -2.299 0.546 -4.213
O -9.237 1.181 -3.977
H 1.696 -0.452 -2.631
H 4.117 -4.988 3.308
O -8.098 2.773 -2.294
H -4.403 -0.773 -1.439
H -2.777 -0.059 -1.402
H 4.496 0.186 0.523
H -6.823 -0.944 -1.581
H -7.616 1.199 -6.094
O 2.055 1.258 6.759
C 7.506 -3.558 2.985
C -2.900 -1.870 -2.492
O 3.791 -3.003 2.802
H 4.702 -0.077 5.532
H 3.970 3.433 6.362
P -7.971 1.711 -3.465
P 5.219 -2.328 2.778
H -6.313 2.360 -6.416
N -1.802 -1.870 -3.383
C 1.875 1.670 -2.919
H 4.191 -1.645 -1.650
C -3.514 -2.039 -5.235
O -6.978 0.655 -2.856
H 1.068 0.648 10.569
C 1.181 0.589 9.488
H -8.496 -0.510 -1.987
C -1.220 0.366 -4.072
O -7.080 2.481 -4.527
H 0.644 1.413 9.023
C 4.976 -0.089 1.459
H 7.889 -2.549 3.123
O 3.583 2.688 8.271
H -0.810 0.250 -5.095
H 0.827 3.049 -4.150
C -0.624 1.633 -3.440
H -9.552 3.977 -3.179
O 2.585 0.640 9.199
```

=====

# 3
Formula: C19H46NO10P2
Source: OMol25
Level of theory: ωB97M-V/def2-TZVPD

Summary:
net charge: +1
HOMO: -11.56 eV
largest force on an atom: 7.18 eV/A

XYZ file:
```
78
C19H46NO10P2 ωB97M-V/def2-TZVPD
H -7.000 0.292 4.138
C -4.764 0.651 2.785
C -7.293 -0.148 2.007
H -1.706 -1.462 -2.349
H -8.196 0.208 1.504
C 1.543 3.334 -1.042
O 5.357 4.857 -0.934
H 3.311 -0.302 -1.864
O 1.931 -2.215 0.537
O 4.650 2.604 -1.663
C 2.017 -5.815 2.553
O -0.458 -2.341 0.677
H 3.025 -2.718 -1.178
H 2.566 2.584 -2.795
H 7.128 5.777 -3.065
O -6.125 -1.627 0.520
H -4.988 1.368 0.837
C -0.970 -1.461 -0.320
C -1.230 -2.147 -1.646
C 6.337 4.332 -0.040
H 8.083 4.528 -1.297
H -4.058 -0.106 0.822
H -7.590 -1.104 2.439
P 4.818 3.985 -2.213
H 8.423 4.628 0.434
H -1.874 -3.018 -1.509
H 2.221 -5.337 3.512
H 6.372 3.242 -0.071
C -5.388 -2.463 1.423
H -0.293 -0.609 -0.440
N -6.231 -0.296 0.958
O 3.261 4.479 -2.281
H 6.033 4.622 0.967
O -5.792 1.589 3.078
C -6.985 0.834 3.181
H 1.097 4.269 -0.698
H -0.297 -2.499 -2.098
H -7.745 -4.982 0.910
C 6.496 5.290 -3.813
O 5.164 5.170 -3.306
H 3.847 -1.751 0.039
H 1.481 3.930 -3.102
H -7.949 -3.870 2.224
P 0.795 -3.368 0.299
H -4.851 -0.244 3.408
O 0.646 -3.974 1.804
C 2.894 -1.899 -0.470
H -5.659 -4.385 2.259
H 6.424 3.470 -4.967
H -0.105 -5.604 2.774
H 7.209 3.286 -3.398
C 2.507 -0.632 -1.206
H 1.616 -0.802 -1.820
C -7.485 -3.969 1.237
C -5.948 -3.906 1.317
H 2.815 -5.514 1.874
H 0.399 -5.934 1.124
H -4.328 -2.534 1.152
C 7.708 4.906 -0.341
H -5.481 -4.474 0.512
H -7.808 1.549 3.255
O 1.533 -4.472 -0.384
H 7.668 5.994 -0.411
H 2.274 0.171 -0.505
H -7.921 -3.297 0.497
H 8.060 4.109 -4.713
C 7.083 3.965 -4.251
H -3.792 1.134 2.900
H -6.585 0.187 0.132
H 2.269 3.035 -0.284
H 6.445 5.964 -4.669
H 2.060 -6.897 2.684
C -4.929 0.367 1.278
C 2.206 3.530 -2.390
H -1.911 -1.063 0.072
H -5.463 -2.182 2.478
C 0.663 -5.387 2.029
H 0.763 2.571 -1.099
```

=====

- What is the net charge in the first record?
  +1

=====

- What is the largest force on an atom in the first record?
  0.23 eV/A

=====

- Which of these has the highest HOMO?
  C19H46N2O15P3

=====

- Which of these has the highest HOMO?
  C19H46N2O15P3